68
Properties=species:S:1:pos:R:3 method="wB97M-V/def2-TZVPD" charge=+4 total_energy_ha=-4360.6399 spin_multiplicity=5 s_squared=6.0380 molar_mass_g_mol=569.52 homo_lumo_gap_ev="4.667 / 3.137"
Ru -0.4987 -0.3812 -0.2174
P -1.5007 -2.2374 0.5839
P 1.0460 -0.4790 1.5436
P 1.0385 -1.2301 -1.5913
H -2.4555 1.5896 -2.9824
C -2.3710 0.4977 -2.7897
C -1.9536 0.0290 -1.5238
H -1.8004 0.9311 -0.8583
C -2.8345 -1.8187 1.7531
C -0.6231 -3.5761 1.4904
C -2.2738 -3.1631 -0.7984
C 1.9489 1.1258 1.6626
C 0.4427 -0.5302 3.2980
C 2.4532 -1.6721 1.6942
C 0.5526 -1.1818 -3.3381
C 1.6079 -2.9688 -1.3967
C 2.5747 -0.2294 -1.6386
H -2.9591 -0.1989 -3.4041
H -2.6890 -0.7346 -1.1481
H -3.4312 -1.0006 1.3484
H -2.4174 -1.4642 2.6990
H -3.4892 -2.6738 1.9258
H -0.2095 -3.2300 2.4340
H 0.2032 -3.9721 0.9005
H -1.3354 -4.3858 1.6944
H -2.6987 -2.4972 -1.5556
H -3.0734 -3.8052 -0.4059
H -1.5211 -3.7704 -1.3117
H 2.5658 1.1278 2.5753
H 1.2311 1.9550 1.7054
H 2.5856 1.2775 0.7863
H 1.3173 -0.5411 3.9502
H -0.1750 -1.4037 3.4960
H -0.1434 0.3628 3.5050
H 2.9504 -1.4878 2.6573
H 3.1868 -1.5318 0.8948
H 2.0957 -2.7022 1.6774
H 1.2966 -1.7131 -3.9389
H 0.5030 -0.1368 -3.6683
H -0.4351 -1.6375 -3.4563
H 2.1754 -3.2516 -2.2928
H 0.7519 -3.6453 -1.2932
H 2.2566 -3.0850 -0.5211
H 3.1600 -0.5048 -2.5263
H 3.1985 -0.3707 -0.7515
H 2.3125 0.8327 -1.7129
C 1.4895 3.7798 -1.4122
C 0.3080 3.0908 -1.7815
C 0.2379 2.4022 -2.9892
C 1.2613 2.4898 -3.9345
C 2.4043 3.2318 -3.6075
C 2.5368 3.8380 -2.3386
Se 1.6775 4.4481 0.3719
H 0.4362 5.2426 0.4774
H -0.5102 3.0765 -1.0605
H -0.6199 1.7951 -3.2404
H 1.1883 1.9835 -4.9059
H 3.1999 3.3175 -4.3366
H 3.4656 4.3183 -2.0127
C -2.3941 1.6341 4.5122
C -2.1311 2.3235 3.1550
C -1.8290 1.4068 2.1007
N -1.6172 0.7427 1.1643
H -3.0260 0.7492 4.4052
H -2.9069 2.3331 5.1808
H -1.4482 1.3508 4.9979
H -3.0157 2.9183 2.8576
H -1.2733 3.0107 3.2422

86
Properties=species:S:1:pos:R:3 method="wB97M-V/def2-TZVPD" charge=-1 relative_energy_ev=4.235 total_energy_ha=-5769.2842 spin_multiplicity=2 s_squared=0.7704 molar_mass_g_mol=772.40 homo_lumo_gap_ev="7.281 / 7.311"
O -0.3442 -0.1167 0.0061
V 0.5183 0.4184 1.1784
As 3.0087 -2.2732 1.9921
F 1.9690 -1.1587 1.0586
F 1.6807 -3.5136 1.8469
F 4.1763 -3.4227 2.7858
F 4.2617 -0.9751 2.0445
F 2.2718 -1.5535 3.5426
F 3.7021 -2.8349 0.4225
O -0.3088 -0.9369 2.6534
H -0.9837 -1.5434 2.2913
C 2.7414 1.7724 3.4361
O 3.1666 1.0523 4.5802
O 1.5311 1.1731 3.1487
C 2.8578 3.3037 3.7752
F 4.1436 3.8347 3.8444
F 2.4742 4.0528 2.7169
F 2.0587 3.6246 4.8325
C 4.5094 1.1263 5.0563
C 4.5595 0.2268 6.2915
H 3.8441 0.5873 7.0307
H 4.2404 -0.7672 5.9778
H 5.5471 0.0877 6.7310
H 4.8156 2.0489 5.5494
H 5.3364 0.8475 4.4032
H 3.4035 1.4801 2.6210
C -2.7110 1.0231 2.1646
O -1.4515 1.6012 1.7837
C -1.6185 2.5996 0.7496
C -0.2481 3.2732 0.5225
O 0.8098 2.3367 0.3218
C 1.8920 2.8907 -0.3572
C 2.3434 1.9168 -1.4626
O 2.3569 0.5630 -0.8494
C 2.9016 -0.4942 -1.6505
H -3.3343 1.6991 2.7499
H -2.5552 0.1754 2.8319
H -3.3074 0.7850 1.2838
H -2.4090 3.2972 1.0264
H -1.7627 2.0863 -0.2011
H 0.0432 3.8338 1.4107
H -0.3503 3.9856 -0.2961
H 2.7128 2.7894 0.3528
H 2.0120 3.8438 -0.8721
H 3.3887 2.1080 -1.7053
H 1.6935 2.0336 -2.3297
H 2.9242 -1.3838 -1.0211
H 3.9185 -0.2750 -1.9758
H 2.2759 -0.7423 -2.5079
C -2.7359 1.3422 -6.7912
O -2.0682 0.8667 -5.5978
C -2.1278 1.7556 -4.4488
C -1.0918 1.3321 -3.3807
O -1.7405 0.7318 -2.2573
C -2.4398 -0.5477 -2.5201
C -1.4730 -1.6672 -3.1166
O -0.2417 -1.6841 -2.3347
C 0.3340 -3.0613 -2.3759
H -2.5157 0.7309 -7.6664
H -2.4577 2.3554 -7.0814
H -3.7846 1.4644 -6.5204
H -3.0992 1.8552 -3.9646
H -1.9024 2.8131 -4.5866
H -0.5093 2.1701 -2.9980
H -0.3532 0.6376 -3.7811
H -3.1982 -0.3507 -3.2778
H -2.8427 -1.0286 -1.6288
H -1.2741 -1.3944 -4.1530
H -2.1474 -2.5234 -3.1028
H 1.1816 -3.1310 -1.6940
H 0.6052 -3.2801 -3.4087
H -0.4550 -3.7168 -2.0072
O -5.2159 -1.4796 0.0571
C -4.7392 -2.5467 -0.3395
O -3.5923 -3.1403 -0.0862
C -2.6351 -2.6817 0.8013
C -1.3974 -3.5707 0.8157
C -5.4702 -3.2060 -1.5270
H -2.9896 -2.3019 1.7595
H -2.2514 -1.7910 0.3038
H -1.4760 -4.6548 0.8968
H -0.7703 -3.2379 1.6429
H -0.7398 -3.4014 -0.0369
H -6.3427 -3.6929 -1.0915
H -4.8724 -3.9579 -2.0422
H -5.8760 -2.4941 -2.2459